(P)
{"formula": "C3H12O4", "method": "ωB97M-V/def2-TZVPD", "elements": ["C", "C", "C", "O", "H", "H", "H", "H", "H", "H", "H", "H", "O", "H", "H", "O", "H", "H", "O"], "xyz": [[0.16120, -2.98720, -1.46905], [0.79104, -1.81652, -0.74611], [0.25047, -0.91053, 0.19587], [0.93410, 0.25402, 0.63196], [-0.46551, -2.65005, -2.20639], [-0.67154, -3.39575, -0.89254], [0.94239, -3.73531, -1.55853], [1.81694, -1.54103, -0.92040], [-0.82116, -1.15116, 0.60389], [0.72095, 0.31116, 1.60945], [0.28076, 0.37505, 3.99415], [0.16048, -0.91683, 3.27872], [0.49944, -0.01356, 3.14659], [-2.66373, -0.47855, -3.20815], [-2.17950, -0.40148, -2.01077], [-3.04323, -0.66432, -2.40490], [0.88231, 5.54394, -0.63057], [1.03388, 5.64760, 0.95889], [0.82813, 5.00859, 0.26360]], "lowdin_charge": [-0.1078, -0.1465, -0.2013, -0.0774, 0.0259, 0.0726, 0.0756, 0.0818, 0.1331, 0.0245, 0.0701, 0.0822, -0.0238, -0.0224, 0.0494, -0.0362, 0.0953, 0.0183, -0.1136], "e_lumo_ev": 0.36, "spin_multiplicity": 1, "total_charge": 0, "homo_ev": -8.17, "smiles": "C/C=C/O.O.O.O"}

***

(Q)
{"formula": "C3H12O4", "method": "ωB97M-V/def2-TZVPD", "elements": ["C", "O", "C", "C", "H", "H", "H", "H", "H", "H", "H", "H", "O", "H", "H", "O", "H", "H", "O"], "xyz": [[1.24502, -0.48513, 1.72993], [1.01174, 0.43571, 2.76444], [0.58716, -1.86292, 1.93295], [0.70953, -2.90389, 1.09055], [0.89563, -0.20655, 0.73981], [2.32527, -0.63734, 1.73671], [0.26291, 0.21075, 3.32751], [-0.09850, -2.06076, 2.76674], [-0.11150, -3.59682, 1.04462], [1.67033, -3.01776, 0.59574], [-0.71733, -0.00925, -1.55751], [-0.87588, -0.35045, -2.98694], [-0.23067, -0.44618, -2.26649], [-0.36373, 2.82197, -4.02136], [-0.11767, 2.55942, -2.56656], [-0.82678, 2.66956, -3.19339], [-2.04945, 1.77173, -1.34387], [-1.79994, 2.06560, 0.07993], [-1.72962, 1.33644, -0.54052]], "lowdin_charge": [-0.2634, -0.0713, -0.1559, -0.0107, 0.1039, 0.1185, 0.0790, 0.0943, 0.0477, 0.0627, -0.0230, 0.0383, -0.0769, 0.0443, 0.0287, -0.0516, 0.0336, 0.0532, -0.0514], "e_lumo_ev": 0.50, "spin_multiplicity": 1, "total_charge": 0, "homo_ev": -9.02, "smiles": "C=CCO.O.O.O"}

***

(R)
{"formula": "C3H12O4", "method": "ωB97M-V/def2-TZVPD", "elements": ["C", "C", "C", "O", "H", "H", "H", "H", "H", "H", "H", "H", "O", "H", "H", "O", "H", "H", "O"], "xyz": [[-0.26742, 2.66412, 1.49982], [0.61942, 1.92683, 0.50727], [0.25211, 1.25563, -0.58716], [1.18815, 0.34182, -1.07521], [0.31141, 2.94795, 2.39421], [-0.83544, 3.34977, 0.91428], [-0.93335, 1.83721, 1.87903], [1.66749, 1.75088, 0.84382], [-0.58004, 1.24372, -1.36721], [1.64092, 0.53319, -1.90293], [-2.53549, -1.87786, -1.58269], [-1.09255, -2.08408, -2.01694], [-1.99958, -2.21741, -2.30321], [1.66620, -2.52324, 0.35214], [1.84141, -0.99094, 0.32384], [1.46839, -1.72732, 0.82382], [-0.18097, -1.70109, 0.40594], [-1.11051, -2.80139, 0.64236], [-1.12016, -1.92779, 0.24883]], "lowdin_charge": [-0.0917, -0.1468, -0.1899, -0.0979, 0.0759, 0.0599, 0.0913, 0.1184, 0.1477, 0.1029, 0.0151, 0.0044, -0.0822, 0.0512, 0.0338, -0.0346, -0.0194, 0.0425, -0.0806], "e_lumo_ev": 0.44, "spin_multiplicity": 1, "total_charge": 0, "homo_ev": -9.39, "smiles": "C/C=C/O.O.O.O"}

***

Going by the computed energies, the most stable comes first: (R), (Q), (P).

***

(P)
{"formula": "CH4N4S", "method": "ωB97M-V/def2-TZVPD", "elements": ["C", "N", "N", "N", "N", "S", "H", "H", "H", "H"], "xyz": [[0.18561, -0.19416, -0.67184], [1.53440, 0.21346, -0.69412], [-0.50210, 0.52802, 0.40745], [0.43487, 0.70758, 1.41400], [1.84979, 0.86005, 0.30839], [3.07959, 1.62849, 0.82137], [-0.47879, 0.06270, -1.56288], [0.33222, -1.33316, -0.52619], [-0.95712, 1.34861, 0.00691], [0.47630, -0.17798, 1.84684]], "lowdin_charge": [-0.2551, -0.0050, -0.1126, 0.0463, -0.7332, 0.6131, 0.1349, 0.1378, 0.1133, 0.0603], "e_lumo_ev": 0.05, "spin_multiplicity": 1, "total_charge": 0, "homo_ev": -8.56}

***

(Q)
{"formula": "CH4N4S", "method": "ωB97M-V/def2-TZVPD", "elements": ["C", "N", "N", "N", "N", "S", "H", "H", "H", "H"], "xyz": [[0.61429, -1.13403, -0.80348], [-2.85430, -0.38210, 0.68553], [-2.12335, 0.29583, 0.22460], [0.75310, 0.96998, 0.36437], [0.70235, 1.98292, 1.09794], [1.13829, -0.57673, 0.89269], [1.11201, -0.64256, -1.55517], [-0.52830, -0.97521, -0.78368], [0.86930, -2.30752, -0.81142], [0.31660, 2.76939, 0.68863]], "lowdin_charge": [-0.3960, 0.0578, 0.0246, -0.5050, -0.0138, 0.7648, -0.0182, -0.0015, 0.0777, 0.0096], "e_lumo_ev": 0.58, "spin_multiplicity": 1, "total_charge": 0, "homo_ev": -8.83, "smiles": "[H]/N=N/SC.N#N"}

***

(R)
{"formula": "CH4N4S", "method": "ωB97M-V/def2-TZVPD", "elements": ["C", "N", "N", "N", "N", "S", "H", "H", "H", "H"], "xyz": [[-1.30826, -0.29594, 0.09965], [2.39708, -1.05283, 0.05038], [3.12398, -0.12859, -0.34221], [1.16663, -1.08820, 0.17446], [3.59740, 0.83540, 0.26441], [0.36881, 0.39114, 0.05095], [-1.43158, -0.96866, -0.74431], [-1.99967, 0.53675, 0.02798], [-1.43954, -0.82917, 1.03464], [4.22886, 1.37683, -0.33887]], "lowdin_charge": [-0.3965, -0.1559, -0.1568, -0.3194, 0.0948, 0.7826, 0.0300, 0.0279, 0.0296, 0.0636], "e_lumo_ev": 0.21, "spin_multiplicity": 1, "total_charge": 0, "homo_ev": -8.74, "smiles": "[H]/N=N/N=N\\SC"}

***

Going by the computed energies, the most stable comes first: (Q), (R), (P).